[1]
ORCA calculation (ωB97M-V/def2-TZVPD) on C23H32N4O5 in the gas phase.

```
64
Properties=species:S:1:pos:R:3:forces:R:3
O -2.57488 -3.88153 3.64128 0.1 -0.1 0.5
C -2.84391 -3.47916 2.54442 -0.1 -0.2 -0.1
N -4.10235 -3.61424 1.91938 -0.2 -0.2 0.3
C -4.16698 -3.00176 0.70864 0.4 0.1 0.0
O -5.11683 -2.92341 -0.02454 -0.3 0.1 -0.3
C -2.77277 -2.41585 0.48033 0.0 0.2 -0.3
C -2.82332 -0.88273 0.36141 0.1 -0.2 0.0
C -1.40469 -0.40851 0.07439 -0.6 -0.1 0.0
O -0.57055 -0.56171 0.95960 0.1 -0.1 0.3
N -1.09263 0.09668 -1.13429 0.2 0.3 -0.1
C -2.07620 0.21872 -2.20274 0.0 -0.2 -0.3
C -2.26148 -1.07456 -2.93391 -0.9 0.0 0.3
C -3.25163 -2.01346 -2.91095 0.4 0.6 0.0
C -2.84500 -3.04064 -3.79927 0.5 0.0 -0.3
C -1.63919 -2.65479 -4.29155 -0.6 -0.7 -0.1
O -1.27576 -1.46836 -3.77574 0.3 0.4 0.1
C 0.33198 0.46722 -1.35780 0.0 -0.1 0.0
C 0.62128 1.54888 -0.27999 0.2 -0.3 -0.1
O 0.08992 2.63720 -0.38828 -0.2 0.3 0.0
N 1.49411 1.23975 0.69079 0.3 0.1 0.1
C 1.75531 2.14057 1.79764 0.1 -0.1 0.1
C 3.23964 2.09575 2.15804 -0.1 0.4 -0.1
C 3.53152 3.04360 3.31775 0.1 -0.3 0.1
C 2.68039 2.68234 4.53130 -0.1 0.3 -0.1
C 1.19801 2.72374 4.17273 0.1 -0.3 0.1
C 0.90196 1.77733 3.01429 -0.1 0.4 -0.1
C 0.56151 1.15982 -2.70805 0.0 0.3 0.1
C 2.04609 1.45921 -2.91174 -0.1 -0.2 -0.2
C 2.85097 0.16689 -2.93162 0.1 0.2 0.2
C 2.66591 -0.56157 -1.60699 0.0 -0.2 -0.3
C 1.18465 -0.81219 -1.32826 0.2 0.0 0.2
N -2.04981 -2.85789 1.64170 0.4 0.1 -0.1
H -4.87669 -4.08368 2.36358 0.1 0.0 0.0
H -2.34373 -2.83713 -0.43875 -0.2 0.0 0.1
H -3.11424 -0.46782 1.32949 0.0 0.0 -0.1
H -3.56814 -0.61546 -0.37905 0.0 0.0 0.0
H -3.03090 0.55526 -1.79912 0.1 0.0 -0.1
H -1.73858 0.98502 -2.89736 -0.1 0.0 0.1
H -4.15981 -1.99351 -2.34361 -0.2 0.1 0.2
H -3.38252 -3.93641 -4.03080 -0.1 -0.2 -0.1
H -0.96492 -3.11320 -4.98728 0.2 0.0 -0.1
H 1.66429 0.26423 0.87799 -0.1 0.0 -0.1
H 1.48413 3.14241 1.44888 0.1 -0.1 0.1
H 3.83865 2.37079 1.28733 0.0 -0.1 0.0
H 3.50721 1.07540 2.44507 0.0 -0.1 0.0
H 3.30823 4.06761 3.01085 0.0 0.1 0.0
H 4.59127 2.99447 3.57622 0.0 0.1 0.0
H 2.94301 1.67848 4.87293 0.0 -0.1 0.1
H 2.88526 3.37751 5.34773 0.0 -0.1 0.1
H 0.92229 3.74105 3.88671 -0.1 0.1 0.0
H 0.59653 2.44418 5.03970 -0.1 0.1 0.0
H -0.15247 1.82772 2.73871 0.0 -0.1 0.0
H 1.12014 0.74830 3.30998 0.0 -0.1 0.0
H 0.01272 2.10331 -2.72489 -0.1 -0.1 0.0
H 0.22925 0.51419 -3.52229 -0.1 0.0 0.0
H 2.40380 2.10656 -2.10890 0.1 0.1 0.0
H 2.17079 1.99489 -3.85474 0.0 0.1 0.1
H 3.90821 0.38247 -3.09535 0.0 0.0 -0.1
H 2.50485 -0.46463 -3.75322 0.0 0.0 -0.1
H 3.10555 0.04075 -0.81104 0.1 -0.1 0.0
H 3.18671 -1.52145 -1.62871 0.0 0.0 0.1
H 1.06587 -1.32990 -0.37616 0.0 0.0 -0.1
H 0.78927 -1.47015 -2.10769 0.0 0.0 0.0
H -1.19129 -2.38659 1.89585 -0.1 -0.1 0.1
```
Forces are in eV/Å.

**Frontier orbital gap**: 9.6 eV
**Net charge**: 0
**2S+1**: 1
**ΔE to the lowest compared entry with this formula, charge and spin**: 10.0 kcal/mol
**HOMO energy**: -8.998 eV
**SMILES**: O=C1NC(=O)[C@@H](CC(=O)N(Cc2ccco2)C2(C(=O)NC3CCCCC3)CCCCC2)N1



[2]
ORCA calculation (ωB97M-V/def2-TZVPD) on 2 unconnected molecules or ions with the total composition C9H12O.

```
22
Properties=species:S:1:pos:R:3:forces:R:3
C -2.76168 -1.02479 0.42069 1.1 0.4 -0.3
C -1.56980 -1.09341 -0.19154 0.2 -2.1 -3.6
C -0.09373 -0.54110 -0.09031 -4.0 2.7 3.7
C -0.09701 0.50880 -1.19764 3.3 -4.0 -1.6
C -0.29394 0.24737 1.21985 0.8 -1.9 1.4
C -0.21976 1.55754 1.36120 -0.6 2.3 0.9
C 0.90621 -1.65657 0.11930 -0.5 0.7 -0.7
O 1.21101 -2.04911 1.22054 -0.1 -0.4 -1.3
H -3.68975 -1.37144 -0.02814 0.5 -0.3 -0.2
H -2.92510 -0.51808 1.34750 0.2 0.2 0.6
H -1.53891 -1.58078 -1.25093 -0.8 0.4 1.8
H 0.83793 1.01618 -1.23152 0.5 1.0 0.3
H -0.05527 -0.07300 -2.12775 -0.3 0.2 -0.3
H -0.94252 1.07414 -1.19868 -2.1 1.7 0.2
H -0.52147 -0.48653 2.09486 0.4 1.8 -1.4
H -0.50033 2.04066 2.36820 0.6 -0.8 -1.7
H -0.01254 2.31646 0.52286 -0.2 -1.5 1.4
H 1.25384 -1.96281 -0.89912 0.5 -0.9 0.8
C 3.72554 -0.11860 -0.60203 -0.9 0.6 1.4
C 3.01983 0.05842 0.35176 0.9 -0.3 -1.1
H 4.42929 -0.09983 -1.35200 0.9 -0.2 -1.3
H 2.36061 0.07306 1.15312 -0.6 0.3 1.0
```
Forces are in eV/Å.

**Frontier orbital gap**: 10.5 eV
**Net charge**: 0
**2S+1**: 1
**ΔE to the lowest compared entry with this formula, charge and spin**: 130.0 kcal/mol
**HOMO energy**: -9.775 eV
**SMILES**: C=CC(C)(C=C)C=O.C#C



[3]
ORCA calculation (ωB97M-V/def2-TZVPD) on C25H43F3N2O7P2S in the gas phase.

```
83
Properties=species:S:1:pos:R:3:forces:R:3
C -1.23516 6.61834 4.72667 0.5 0.2 -0.2
C -0.00590 5.68779 4.80302 -0.4 -0.2 -0.1
C -0.38110 4.19670 4.81349 -0.1 0.1 0.7
C 0.83521 3.28763 5.03866 0.5 0.7 -0.2
C 1.88641 3.40511 3.88946 -0.5 -0.2 0.6
C 2.44402 2.02604 3.47018 -0.9 1.0 -0.7
C 1.33332 1.29928 2.66735 1.5 0.2 -0.5
C 1.90415 0.04259 1.96804 0.0 -0.3 1.2
C 0.90898 -1.12612 1.77102 0.7 0.7 0.0
C -0.17237 -0.94086 0.64426 0.0 -0.7 0.3
P -1.55327 0.08308 1.35286 -1.0 1.6 0.8
O -1.34148 1.50820 1.13718 0.7 0.2 -0.5
O -1.70367 -0.12288 2.97843 -0.3 -1.1 -1.3
O -3.00137 -0.28352 0.73134 0.7 -0.6 0.8
C 0.41826 -0.15269 -0.54368 0.3 -0.8 -0.4
C -0.32417 -0.27832 -1.93114 0.1 0.4 1.1
C 0.78712 -0.37385 -3.00857 -0.2 0.5 -0.8
C 0.36539 -0.32425 -4.46712 0.2 -0.6 0.2
C 0.47544 -1.46756 -5.23388 0.4 -0.9 0.1
C 0.12671 -1.47234 -6.55905 -0.1 -0.5 -1.2
C -0.36278 -0.34913 -7.19960 0.0 0.1 -0.2
C -0.78399 -0.37869 -8.65198 -0.5 -0.2 0.4
C -0.44703 0.80391 -6.44256 -0.4 0.2 -0.8
C -0.08393 0.80497 -5.11962 -0.2 1.3 0.9
P -1.28904 1.35172 -2.12460 0.1 0.9 0.0
N -0.35958 2.61590 -2.04650 0.1 -0.7 -0.1
S -1.58281 -1.59058 -2.03103 -1.7 -0.9 -2.3
O -2.83926 -0.96090 -2.30610 -0.2 0.7 1.2
O -1.27568 -2.53187 -3.05908 1.4 -0.4 0.4
O -1.75692 -2.41178 -0.64275 0.7 1.5 -0.3
C -0.60565 -2.39962 0.24027 -0.2 -0.4 0.7
C -1.10793 -3.13841 1.52736 0.2 -0.6 -0.4
C -0.21403 -4.24631 2.12536 -1.2 -0.5 0.7
N -0.53836 -5.56798 1.52529 0.8 0.2 0.5
C 0.51425 -3.13887 -0.51861 0.5 -0.1 -0.2
O -0.00069 -4.33126 -1.13526 0.7 0.2 0.5
C 0.95803 -5.17737 -1.55568 -0.6 -0.6 -1.1
F 2.11669 -4.57088 -1.90710 -0.2 0.0 0.3
F 1.27161 -6.14221 -0.67140 0.1 0.5 0.0
F 0.49551 -5.80021 -2.65459 0.2 0.1 0.4
H -0.94099 7.55271 4.23156 -0.2 -0.1 0.2
H -2.05712 6.19997 4.13543 0.1 -0.1 0.2
H -1.59288 6.86592 5.73091 -0.1 -0.1 -0.2
H 0.53753 5.93450 5.72606 0.1 -0.1 -0.2
H 0.66611 5.87771 3.95714 -0.1 0.1 0.2
H -0.93807 3.94533 3.90021 0.2 -0.1 0.1
H -1.07738 4.05200 5.65619 0.0 -0.1 -0.2
H 0.54108 2.24295 5.19396 0.0 0.2 -0.1
H 1.32559 3.64315 5.95746 -0.2 -0.3 0.0
H 1.36122 3.89180 3.05551 0.3 -0.3 -0.2
H 2.69141 4.09371 4.17582 -0.1 -0.2 0.0
H 3.28450 2.24319 2.79597 0.1 -0.5 0.3
H 2.74976 1.44164 4.34584 0.2 0.1 -0.2
H 1.05489 2.00039 1.87453 -0.6 -0.1 0.4
H 0.51015 1.07952 3.35010 -0.1 0.0 -0.4
H 2.46935 0.29897 1.06454 -0.3 0.0 0.0
H 2.67217 -0.34689 2.65847 -0.2 -0.1 -0.2
H 0.45256 -1.30541 2.75043 -0.1 0.1 -0.3
H 1.52450 -2.01519 1.59090 -0.3 0.1 -0.3
H -2.36150 -0.81999 3.12015 0.2 0.1 0.6
H -3.51532 -0.89606 1.27353 -0.2 -0.1 -0.4
H 0.58588 0.90248 -0.30535 -0.3 -0.2 0.1
H 1.42537 -0.56795 -0.69902 -0.2 0.1 0.0
H 1.43641 0.49892 -2.83845 -0.2 -0.2 0.2
H 1.43095 -1.25172 -2.87881 -0.3 0.0 0.2
H 0.84680 -2.40848 -4.83248 -0.1 0.2 0.3
H 0.21811 -2.36803 -7.17317 0.1 -0.1 0.4
H -1.13215 -1.38670 -8.90672 0.3 0.1 -0.1
H -1.65926 0.26837 -8.78617 0.3 0.1 -0.1
H 0.01879 -0.07105 -9.32774 -0.1 -0.1 0.1
H -0.82689 1.70135 -6.92725 0.1 0.0 0.3
H -0.18247 1.74419 -4.57165 0.2 -0.2 -0.1
H -2.29223 1.30853 -1.13517 0.2 -0.2 -0.3
H -2.01047 1.32710 -3.33849 0.0 -0.5 0.3
H 0.61878 2.37389 -1.93085 0.0 0.4 0.0
H -1.33477 -2.44023 2.33770 0.2 0.1 -0.3
H -2.05623 -3.63149 1.27705 0.2 0.1 -0.1
H -0.49962 -4.32513 3.18862 0.3 0.5 -0.1
H 0.85698 -4.03595 2.12285 -0.1 0.0 -0.3
H 0.27652 -6.15473 1.69501 -0.1 -0.1 -0.4
H -1.25466 -5.99033 2.11026 -0.1 0.1 -0.2
H 0.92675 -2.53058 -1.33189 -0.3 0.1 0.2
H 1.37488 -3.39520 0.10665 -0.3 0.1 0.2
```
Forces are in eV/Å.

**Frontier orbital gap**: 8.3 eV
**Net charge**: 0
**2S+1**: 1
**HOMO energy**: -8.569 eV
**SMILES**: CCCCCCCCC[C@@]1(P(=O)(O)O)C[C@](Cc2ccc(C)cc2)([PH2]=N)S(=O)(=O)O[C@@]1(CCN)COC(F)(F)F



[4]
ORCA calculation (ωB97M-V/def2-TZVPD) on a molecular structure, F6Li4Sr.

```
11
Properties=species:S:1:pos:R:3:forces:R:3
Sr 0.57776 2.86194 -0.59258 -0.1 -2.8 1.6
Li 2.40536 -0.77295 -1.00006 -1.3 -0.5 1.3
Li -2.57683 -0.53302 1.18136 1.1 1.0 -0.9
Li -0.02965 0.09394 0.19757 0.1 -1.0 0.7
Li -0.43091 -1.06748 -2.46165 -0.4 0.6 1.8
F -1.47578 1.33210 1.14988 0.5 -0.3 -0.8
F -1.59092 -0.54248 -0.84217 0.4 -0.3 -0.2
F -0.45931 -0.95738 2.86511 -0.1 0.1 -0.2
F 1.60290 0.94014 1.27107 -0.9 1.3 -2.2
F 0.84775 0.60593 -1.76199 0.1 0.6 0.3
F 1.12963 -1.96074 -0.00655 0.5 1.5 -1.5
```
Forces are in eV/Å.

**Frontier orbital gap (spin up / spin down)**: 7.5 / 6.4 eV
**Net charge**: +1
**2S+1**: 2
**HOMO energy (spin up / spin down)**: -12.548 / -12.547 eV



[5]
ORCA calculation (ωB97M-V/def2-TZVPD) on a molecular structure, C25H22N2O6STc.

```
57
Properties=species:S:1:pos:R:3:forces:R:3
Tc -0.43167 0.85815 0.32418 -0.2 0.2 -0.1
C -4.02918 1.04041 -2.28709 0.1 0.0 -0.1
O -4.68434 -0.06725 -1.66702 -0.1 -0.1 0.2
C -3.90518 -1.15382 -1.35341 0.2 0.0 0.1
C -4.40667 -2.39965 -1.62573 -0.1 0.0 0.0
C -3.67997 -3.56155 -1.31435 0.0 0.1 0.0
C -2.43244 -3.41854 -0.76066 0.0 0.0 0.0
C -1.88133 -2.15717 -0.46008 0.3 -0.1 0.2
C -0.53732 -2.17045 0.09259 0.0 0.3 0.0
N 0.13562 -1.14280 0.47475 0.2 -0.5 0.0
N 1.43626 -1.39317 0.92656 -0.4 0.2 -0.1
C 2.07075 -0.25642 1.07792 0.4 0.0 0.2
O 1.61434 0.92170 0.89336 -0.2 -0.2 0.0
C 3.50342 -0.36104 1.53238 -0.3 0.0 -0.1
C 4.27739 0.79310 1.58253 0.0 0.0 0.0
C 5.59896 0.73176 2.00142 0.0 0.0 0.0
C 6.15528 -0.48223 2.37846 0.1 -0.1 0.0
C 5.38420 -1.63922 2.33128 0.0 0.1 0.0
C 4.06541 -1.57925 1.90876 0.0 0.0 0.0
C -2.62932 -0.97042 -0.70284 -0.3 0.3 -0.3
O -2.29096 0.22979 -0.39537 0.2 -0.3 0.2
H -4.82103 1.58473 -2.80494 0.0 0.0 0.0
H -3.29004 0.68792 -3.01204 0.0 0.0 0.0
H -3.51981 1.67302 -1.56219 -0.1 0.0 -0.1
H -5.37948 -2.45878 -2.10203 0.0 0.0 0.0
H -4.08468 -4.54087 -1.53863 0.0 0.0 0.0
H -1.83277 -4.29755 -0.54613 0.0 0.0 0.0
H -0.04746 -3.14171 0.17330 0.0 0.1 0.0
H 3.81926 1.72676 1.28454 0.0 0.0 0.0
H 6.19553 1.63583 2.03238 0.0 0.0 0.0
H 7.18765 -0.53121 2.70641 0.0 0.0 0.0
H 5.81106 -2.59229 2.62204 0.0 0.0 0.0
H 3.45145 -2.46711 1.85791 0.0 0.0 0.0
O 0.92069 0.71707 -3.82438 0.0 0.0 -0.1
C 0.56481 1.23684 -2.75633 -0.1 0.1 0.1
O 0.18545 0.58881 -1.74182 0.0 -0.1 -0.1
C 0.59305 2.77667 -2.70197 0.0 -0.1 0.0
C 1.21592 3.37670 -3.80276 0.0 0.0 0.0
C 1.32382 4.74441 -3.96395 0.0 0.0 0.0
C 0.77170 5.56911 -2.98899 0.0 0.0 0.0
C 0.15313 5.00338 -1.89641 0.0 0.0 0.1
C 0.05251 3.60946 -1.70138 0.0 0.1 0.0
S -0.77249 3.18273 -0.20156 0.1 -0.3 0.1
H 1.60870 2.69326 -4.54334 0.0 0.0 0.0
H 1.82172 5.16084 -4.83271 0.0 0.0 0.0
H 0.82618 6.65006 -3.07622 0.0 0.0 0.0
H -0.27409 5.63788 -1.12834 0.0 0.0 0.0
C -2.97084 -0.01290 2.37864 0.1 0.1 0.0
O -1.97792 0.82603 2.95159 0.0 0.0 -0.1
C -0.92496 1.19612 2.15098 0.1 0.1 0.1
C -0.10765 2.14671 3.00909 0.0 0.0 -0.1
H -3.50151 0.50919 1.58369 0.0 0.0 0.0
H -3.65098 -0.27579 3.19030 0.0 0.0 0.0
H -2.52011 -0.91701 1.96539 0.0 0.0 0.0
H -0.32630 2.04404 4.07397 0.0 0.0 0.1
H -0.34444 3.16872 2.69330 0.0 0.0 0.0
H 0.95600 2.00752 2.81940 0.0 0.0 0.0
```
Forces are in eV/Å.

**Frontier orbital gap (spin up / spin down)**: 5.5 / 5.2 eV
**Net charge**: -2
**2S+1**: 2
**ΔE to the lowest compared entry with this formula, charge and spin**: 0.0 kcal/mol
**HOMO energy (spin up / spin down)**: -0.853 / -0.487 eV



[6]
ORCA calculation (ωB97M-V/def2-TZVPD) on a molecular structure, C4H5NO3.

```
13
Properties=species:S:1:pos:R:3:forces:R:3
C 0.40867 0.08236 1.08976 5.5 2.7 2.1
C -0.22713 -0.36416 -0.14279 0.1 -2.7 2.0
C 0.62115 -0.17914 -1.30311 -0.5 -4.7 -5.0
C -1.35152 0.50876 -0.30917 -9.8 6.6 3.4
H -0.55135 2.10169 0.73195 4.6 -2.4 2.1
H 1.57295 -0.11820 1.05078 -2.0 -0.1 -0.5
H 0.21726 -0.58135 1.96070 -1.2 1.3 -0.1
H -0.26318 -2.07003 -0.83824 -0.2 -1.0 -0.3
H 1.30993 0.72268 -1.41176 -0.8 -1.3 -0.3
N -2.26991 1.32464 0.03923 7.4 -6.5 -3.4
O 0.56207 1.58910 1.15573 -5.3 -0.2 -1.4
O -0.41166 -1.82650 0.08887 -0.6 3.0 -0.5
O 0.38272 -1.18986 -2.11195 2.7 5.5 2.0
```
Forces are in eV/Å.

**Frontier orbital gap**: 9.6 eV
**Net charge**: 0
**2S+1**: 1
**ΔE to the lowest compared entry with this formula, charge and spin**: 142.2 kcal/mol
**HOMO energy**: -10.774 eV